Entry 1:
DFT (the ωB97M-V functional and the def2-TZVPD basis) results for a molecular structure, C34H45N5O2P2V.

Last column: Löwdin charge in e.
CARTESIAN COORDINATES (ANGSTROEM)
V -0.065 0.208 0.296  0.737
N 0.236 1.956 1.519  -0.035
C 0.877 1.453 2.761  -0.177
C -0.047 0.417 3.372  -0.149
N -0.502 -0.549 2.331  -0.122
C 0.074 -1.915 2.461  -0.162
C 1.433 -1.966 1.801  -0.167
N 1.280 -1.495 0.400  -0.007
H 0.883 2.566 1.027  0.105
H -0.584 2.516 1.746  0.090
H 1.074 2.257 3.470  0.141
H 1.836 1.018 2.477  0.114
H -0.927 0.914 3.786  0.129
H 0.442 -0.099 4.199  0.140
H -1.506 -0.667 2.435  0.088
H -0.612 -2.603 1.960  0.119
H 0.135 -2.217 3.507  0.141
H 1.846 -2.974 1.846  0.140
H 2.136 -1.303 2.308  0.125
H 0.940 -2.256 -0.190  0.083
H 2.188 -1.238 0.023  0.107
C -3.917 -0.144 -2.169  -0.077
N -2.638 -0.006 -1.452  -0.467
P -2.049 1.418 -0.747  0.968
C -3.327 2.195 0.256  -0.351
C -3.230 2.177 1.648  -0.128
C -4.224 2.739 2.435  -0.049
C -5.330 3.319 1.829  -0.028
C -5.438 3.344 0.444  -0.029
C -4.439 2.794 -0.343  -0.067
C -1.763 2.577 -2.098  -0.358
C -1.666 2.130 -3.416  -0.090
C -1.471 3.039 -4.444  -0.051
C -1.333 4.392 -4.160  -0.048
C -1.397 4.840 -2.846  -0.056
C -1.623 3.937 -1.816  -0.091
P -1.868 -1.268 -0.645  0.955
C -3.097 -2.185 0.298  -0.341
C -3.716 -1.541 1.375  -0.107
C -4.709 -2.179 2.097  -0.044
C -5.093 -3.470 1.750  -0.028
C -4.499 -4.107 0.671  -0.030
C -3.505 -3.470 -0.059  -0.067
C -1.159 -2.405 -1.847  -0.357
C -0.963 -2.014 -3.169  -0.074
C -0.348 -2.879 -4.064  -0.042
C 0.088 -4.127 -3.642  -0.036
C -0.096 -4.521 -2.321  -0.043
C -0.720 -3.667 -1.426  -0.133
H -4.754 -0.188 -1.471  0.094
H -3.903 -1.055 -2.765  0.095
H -4.052 0.704 -2.839  0.085
H -2.373 1.713 2.127  0.060
H -4.139 2.730 3.513  0.119
H -6.108 3.760 2.438  0.126
H -6.300 3.801 -0.023  0.126
H -4.521 2.840 -1.422  0.117
H -1.771 1.076 -3.640  0.087
H -1.438 2.695 -5.470  0.121
H -1.194 5.102 -4.965  0.122
H -1.307 5.895 -2.626  0.120
H -1.730 4.303 -0.801  0.112
H -3.475 -0.510 1.609  0.077
H -5.194 -1.671 2.920  0.120
H -5.867 -3.972 2.315  0.126
H -4.814 -5.103 0.389  0.125
H -3.060 -3.977 -0.905  0.103
H -1.299 -1.041 -3.503  0.088
H -0.220 -2.582 -5.096  0.120
H 0.558 -4.802 -4.344  0.124
H 0.224 -5.502 -1.997  0.123
H -0.909 -4.006 -0.411  0.108
O 2.299 1.191 -0.194  -0.011
C 1.832 1.099 -1.352  -0.581
O 0.699 0.594 -1.592  -0.094
C 2.625 1.645 -2.531  -0.125
N 4.030 1.948 -2.060  0.111
C 4.370 3.361 -2.482  -0.072
C 3.019 4.046 -2.429  -0.127
C 2.072 3.001 -3.025  -0.086
H 2.662 0.899 -3.322  0.174
H 4.713 1.273 -2.400  0.193
H 4.002 1.872 -1.033  0.163
H 4.762 3.311 -3.497  0.147
H 5.133 3.760 -1.818  0.144
H 3.019 4.977 -2.990  0.137
H 2.754 4.281 -1.395  0.126
H 2.102 3.030 -4.113  0.137
H 1.036 3.137 -2.723  0.100

Computed properties:
LUMO energy (alpha / beta), hartree: -0.30879 / -0.28646
Energy, eV: -91780.8188
Relative energy (zero: lowest compared OMol25 entry of this formula, charge and spin), eV: 0.103
Total charge: +3
2S+1: 3

---

Entry 2:
DFT (the ωB97M-V functional and the def2-TZVPD basis) results for a molecular structure, C34H46BN3O4W.

Last column: Löwdin charge in e.
CARTESIAN COORDINATES (ANGSTROEM)
W 0.272 -0.184 -0.579  1.476
C -4.490 -1.591 0.816  -0.061
C -3.546 -2.725 1.219  -0.376
C -4.278 -4.067 1.165  -0.060
C -2.287 -2.760 0.381  -0.199
C -1.056 -2.993 0.964  -0.029
C 0.120 -2.999 0.209  -0.073
C 0.080 -2.803 -1.173  -0.367
C 1.287 -3.114 -2.019  -0.049
C -1.174 -2.531 -1.759  -0.065
C -2.325 -2.516 -0.999  -0.008
H -5.271 -1.470 1.568  0.084
H -4.984 -1.810 -0.134  0.076
H -3.968 -0.639 0.711  0.070
H -3.228 -2.553 2.252  0.135
H -4.582 -4.296 0.140  0.083
H -5.178 -4.033 1.781  0.080
H -3.652 -4.888 1.519  0.080
H -0.993 -3.127 2.037  0.127
H 1.064 -3.240 0.685  0.125
H 2.167 -2.530 -1.744  0.071
H 1.075 -2.924 -3.068  0.066
H 1.548 -4.168 -1.905  0.094
H -1.228 -2.360 -2.828  0.107
H -3.268 -2.294 -1.483  0.119
O -0.206 -0.833 3.853  0.051
C -1.371 -0.168 4.023  -0.257
C -1.913 -0.167 5.307  -0.016
C -3.095 0.501 5.566  -0.088
C -3.756 1.185 4.550  -0.096
C -3.215 1.187 3.279  -0.036
C -2.027 0.516 2.990  -0.079
C -1.480 0.522 1.618  -0.434
O -0.596 -0.394 1.323  -0.246
N -1.829 1.409 0.744  0.111
N -1.142 1.110 -0.445  -0.211
C -1.655 1.841 -1.529  -0.081
C -1.474 1.536 -2.828  -0.216
C -2.234 2.246 -3.858  -0.033
C -2.376 1.748 -5.092  -0.085
C -1.740 0.492 -5.425  -0.075
C -0.875 -0.033 -4.546  -0.113
N -0.599 0.551 -3.321  -0.042
H 0.068 -0.708 2.924  0.072
H -1.381 -0.698 6.086  0.115
H -3.503 0.490 6.569  0.101
H -4.681 1.709 4.752  0.097
H -3.706 1.713 2.470  0.110
H -2.358 2.620 -1.271  0.112
H -2.726 3.162 -3.559  0.112
H -2.982 2.266 -5.824  0.102
H -1.938 -0.020 -6.355  0.099
H -0.359 -0.960 -4.733  0.104
C 3.486 3.328 1.097  -0.010
C 3.611 1.878 1.543  -0.482
C 5.068 1.514 1.755  -0.009
O 3.092 1.067 0.464  0.022
B 1.755 0.755 0.735  -0.590
O 1.451 1.141 2.041  0.042
C 2.663 1.521 2.723  -0.476
C 2.336 2.671 3.657  -0.001
C 3.116 0.303 3.518  -0.005
H 4.036 3.461 0.164  0.093
H 3.895 4.015 1.839  0.091
H 2.443 3.591 0.916  0.098
H 5.642 1.785 0.868  0.091
H 5.193 0.447 1.928  0.084
H 5.489 2.055 2.606  0.096
H 1.848 3.485 3.125  0.087
H 3.238 3.057 4.139  0.095
H 1.659 2.321 4.436  0.093
H 3.315 -0.540 2.854  0.098
H 2.316 0.016 4.202  0.085
H 4.017 0.506 4.098  0.092
C 3.110 0.413 -2.544  -0.068
C 1.915 0.367 -3.500  -0.567
C 1.829 1.718 -4.225  -0.038
C 2.226 -0.731 -4.527  -0.053
C 0.633 0.171 -2.617  -0.249
H 4.041 0.414 -3.115  0.093
H 3.135 -0.455 -1.879  0.075
H 3.092 1.294 -1.904  0.076
H 2.802 1.965 -4.656  0.089
H 1.559 2.517 -3.530  0.094
H 1.094 1.712 -5.031  0.081
H 3.138 -0.434 -5.051  0.088
H 1.469 -0.873 -5.293  0.065
H 2.431 -1.686 -4.047  0.063
H 0.905 1.021 -1.816  0.075

Computed properties:
LUMO energy (alpha / beta), hartree: 0.00022 / 0.00032
Energy, eV: -51166.6404
Relative energy (zero: lowest compared OMol25 entry of this formula, charge and spin), eV: 3.175
Total charge: 0

---

Entry 3:
DFT (the ωB97M-V functional and the def2-TZVPD basis) results for a molecular structure, C34H47FeIN3O2P at a distorted geometry.

Last column: Löwdin charge in e.
CARTESIAN COORDINATES (ANGSTROEM)
Fe -0.061 -0.042 0.040  0.646
C -3.020 -2.603 -3.193  -0.111
C -2.591 -1.548 -2.176  -0.518
C -3.690 -1.266 -1.146  -0.108
P -0.978 -1.846 -1.269  1.069
C 0.029 -2.882 -2.445  -0.539
C 0.457 -2.012 -3.629  -0.122
C 1.241 -3.449 -1.705  -0.113
C -1.344 -2.996 0.096  -0.298
C -2.048 -4.189 -0.038  -0.063
C -2.342 -5.005 1.042  -0.291
C -3.151 -6.266 0.880  -0.062
C -1.884 -4.602 2.298  -0.045
C -1.166 -3.438 2.466  -0.017
C -0.880 -2.589 1.374  -0.312
N -0.198 -1.417 1.519  -0.070
C 0.443 -1.072 2.725  -0.259
C -0.140 -0.131 3.590  -0.213
C -1.515 0.397 3.291  -0.020
C 0.560 0.284 4.717  -0.041
C 1.820 -0.214 5.021  -0.294
C 2.558 0.234 6.257  -0.057
C 2.372 -1.169 4.175  -0.022
C 1.703 -1.614 3.043  -0.209
C 2.306 -2.660 2.149  -0.035
H -3.977 -2.308 -3.628  0.082
H -3.159 -3.580 -2.732  0.062
H -2.302 -2.705 -4.008  0.057
H -2.405 -0.615 -2.719  0.102
H -3.967 -2.178 -0.617  0.073
H -4.580 -0.872 -1.640  0.083
H -3.356 -0.529 -0.415  0.057
H -0.587 -3.709 -2.804  0.101
H 0.978 -1.120 -3.273  0.055
H -0.399 -1.676 -4.217  0.063
H 1.129 -2.559 -4.293  0.080
H 1.805 -2.647 -1.224  0.039
H 1.908 -3.965 -2.399  0.080
H 0.929 -4.152 -0.933  0.075
H -2.373 -4.507 -1.022  0.096
H -3.330 -6.484 -0.173  0.070
H -4.121 -6.169 1.372  0.077
H -2.644 -7.125 1.325  0.075
H -2.098 -5.221 3.162  0.113
H -0.817 -3.149 3.451  0.114
H -2.213 -0.424 3.123  0.087
H -1.516 0.993 2.377  0.057
H -1.883 1.011 4.112  0.079
H 0.099 1.008 5.382  0.114
H 2.159 1.175 6.637  0.070
H 3.623 0.364 6.054  0.073
H 2.466 -0.511 7.051  0.081
H 3.348 -1.583 4.411  0.115
H 3.362 -2.812 2.372  0.077
H 2.192 -2.377 1.102  0.045
H 1.789 -3.616 2.270  0.086
N 2.266 -0.040 -0.801  0.044
H 2.468 0.939 -0.965  0.025
H 2.589 -0.572 -1.600  0.031
H 2.807 -0.329 0.008  0.037
I 2.026 6.838 -1.988  0.822
C 0.620 5.360 -1.448  -0.734
C 0.874 4.040 -1.779  -0.163
C -0.040 3.067 -1.402  -0.059
C -1.199 3.406 -0.713  -0.129
C -1.447 4.741 -0.421  -0.012
C -0.534 5.725 -0.776  -0.151
C -2.187 2.341 -0.240  -0.601
O -3.323 2.681 0.047  0.056
O -1.695 1.163 -0.108  -0.169
H 1.770 3.775 -2.325  0.089
H 0.142 2.030 -1.659  0.086
H -2.362 4.995 0.098  0.121
H -0.724 6.762 -0.533  0.093
C 3.760 2.868 3.003  -0.026
C 2.373 3.432 2.658  -0.569
C 1.535 3.620 3.932  -0.019
C 2.493 4.757 1.891  -0.032
C 1.693 2.463 1.802  -0.091
N 1.160 1.702 1.130  0.232
H 4.279 3.568 3.658  0.093
H 4.359 2.730 2.103  0.090
H 3.669 1.910 3.516  0.081
H 2.019 4.354 4.577  0.095
H 1.442 2.677 4.471  0.059
H 0.536 3.977 3.682  0.098
H 3.035 5.477 2.504  0.094
H 1.507 5.163 1.665  0.087
H 3.034 4.625 0.953  0.085

Computed properties:
LUMO energy (alpha / beta), hartree: 0.00362 / 0.00285
Energy, eV: -96366.2159
Total charge: 0
2S+1: 5